Record 1
C3H8HgO3 | wB97M-V/def2-TZVPD

Structure (ORCA input):
```
! wB97M-V def2-TZVPD RIJCOSX def2/J DEFGRID3
* xyz 1 2
O -1.58732 1.70623 0.02516
Hg -1.73817 0.15059 1.52023
O -0.33314 1.83585 0.70038
H -1.19619 2.79307 0.17120
C -0.00455 -2.21152 0.21716
O -0.01006 -0.81378 0.46322
C 0.47496 -0.04153 -0.62013
C 0.74583 1.36244 -0.12410
H -0.50903 -2.69738 1.05927
H -0.53596 -2.43905 -0.71962
H 1.02953 -2.58052 0.15423
H -0.26142 -0.04613 -1.43783
H 1.41915 -0.45858 -1.00286
H 0.90395 2.04722 -0.96661
H 1.60242 1.39308 0.56030
*
```

Computed properties:
expectation value of S²: 0.75
energy relative to the best compared isomer or geometry (same formula, charge and spin): 31.1 kcal/mol
frontier orbital gap (alpha / beta): 9.807 / 8.888 eV

The net atomic charges from Löwdin, expressed in e, are: O -0.2357; Hg 1.1286; O -0.3135; H 0.2788; C -0.0705; O -0.3885; C -0.1954; C -0.1237; H 0.0969; H 0.1109; H 0.1115; H 0.1424; H 0.1531; H 0.1487; H 0.1565

---

Record 2
C3H8IN | wB97M-V/def2-TZVPD

Structure (ORCA input):
```
! wB97M-V def2-TZVPD RIJCOSX def2/J DEFGRID3
* xyz 0 1
C 0.45397 0.42962 -1.63971
C -1.15316 -0.05795 0.19651
C 0.17200 0.37852 -0.17877
N 1.00349 0.66470 0.69344
I 0.53021 -1.59372 3.56612
H -0.09132 -0.27951 -2.36960
H 0.08533 1.44314 -1.95473
H 1.47248 0.43090 -1.93153
H -2.09382 0.35853 -0.37604
H -1.29437 0.26807 1.22072
H -1.41881 -1.07923 0.24715
H 0.38968 -1.75663 1.98779
H 1.94432 0.79357 0.53865
*
```

Computed properties:
energy relative to the best compared isomer or geometry (same formula, charge and spin): 6.3 kcal/mol
SMILES string: CC(C)=N.I
frontier orbital gap: 10.059 eV

The net atomic charges from Löwdin, expressed in e, are: C -0.0582; C -0.0990; C -0.5476; N 0.1472; I 0.4037; H 0.1073; H 0.0977; H 0.0508; H 0.1257; H 0.0608; H 0.0572; H -0.3765; H 0.0307

---

Record 3
C3H8IN4OS | wB97M-V/def2-TZVPD

Structure (ORCA input):
```
! wB97M-V def2-TZVPD RIJCOSX def2/J DEFGRID3
* xyz 1 1
C 1.59608 0.34564 1.13746
C -0.47879 1.02432 0.11863
C -0.33668 -1.20992 -0.63042
N 2.00733 0.08062 2.39949
N 2.06339 0.34243 -0.02709
N -0.63072 0.17511 -0.85447
N -1.24246 0.49303 -2.06335
O 0.33385 0.85548 1.17213
S -0.95526 2.70600 -0.08500
I 4.01225 -0.21561 -0.48349
H 0.73228 -1.19977 -0.80264
H -0.51176 -1.51443 0.41036
H -0.86250 -1.96600 -1.25648
H 2.93955 -0.11271 2.54281
H 1.49170 0.47324 3.10906
H -1.42732 1.43370 -2.21148
H -0.07252 3.18776 0.63581
H -0.71884 0.07214 -2.78551
*
```

Computed properties:
energy relative to the best compared isomer or geometry (same formula, charge and spin): 0.0 kcal/mol
frontier orbital gap: 8.569 eV

The net atomic charges from Löwdin, expressed in e, are: C -0.6402; C -0.5729; C 0.0155; N 0.2328; N -0.3926; N -0.1653; N 0.1638; O 0.0088; S 1.0345; I 0.8045; H 0.0751; H 0.1237; H 0.1335; H 0.0697; H 0.0958; H 0.0457; H -0.1463; H 0.1138

---

Record 4
C3H8N | wB97M-V/def2-TZVPD

Structure (ORCA input):
```
! wB97M-V def2-TZVPD RIJCOSX def2/J DEFGRID3
* xyz 1 1
C 1.67427 -0.33480 0.17831
C 0.19585 -0.49179 0.48989
C -0.65741 0.63024 0.42782
N -2.03553 0.45421 0.48181
H 1.88499 0.36535 -0.63742
H 2.00768 -1.39049 -0.00234
H 2.34168 -0.28056 1.03359
H -0.11201 -1.18537 -0.53401
H -0.37850 1.71510 0.28248
H -2.74155 1.12543 0.21904
H -1.80307 -0.24318 -0.16383
H -0.37639 -0.36414 -1.77534
*
```

Computed properties:
energy relative to the best compared isomer or geometry (same formula, charge and spin): 187.5 kcal/mol
frontier orbital gap: 6.485 eV

The net atomic charges from Löwdin, expressed in e, are: C -0.1156; C -0.0352; C -0.1305; N 0.1736; H 0.0961; H 0.1052; H 0.0972; H 0.1120; H 0.1695; H 0.1427; H 0.0469; H 0.3380

---

Record 5
C3H8N | wB97M-V/def2-TZVPD

Structure (ORCA input):
```
! wB97M-V def2-TZVPD RIJCOSX def2/J DEFGRID3
* xyz 1 1
C -0.39052 0.81583 1.08652
C -0.08749 0.08997 -0.18052
C -0.63361 0.24298 -1.36734
N 0.87288 -1.05740 -0.02174
H -1.34066 0.53187 1.54216
H 0.38413 0.74796 1.83822
H -0.47372 1.87723 0.84738
H -0.37387 -0.32815 -2.24345
H -1.35924 1.02450 -1.54078
H 0.51591 -1.81300 0.57098
H 1.73959 -0.70372 0.40093
H 1.14660 -1.42807 -0.93234
*
```

Computed properties:
energy relative to the best compared isomer or geometry (same formula, charge and spin): 0.9 kcal/mol
SMILES string: C=C(C)[NH3+]
frontier orbital gap: 11.380 eV

The net atomic charges from Löwdin, expressed in e, are: C -0.0261; C -0.3310; C 0.1185; N 0.2303; H 0.1037; H 0.0848; H 0.1029; H 0.0857; H 0.0995; H 0.1849; H 0.1783; H 0.1684

---

Record 6
C3H8N | wB97M-V/def2-TZVPD

Structure (ORCA input):
```
! wB97M-V def2-TZVPD RIJCOSX def2/J DEFGRID3
* xyz 1 1
C 0.08921 -1.57855 -1.14525
C 0.46866 -0.28026 -0.47780
C -0.36694 0.68476 -0.03573
N -0.19285 1.10608 1.39411
H 0.72367 -2.43129 -0.91966
H -0.87637 -1.87913 -0.74308
H 0.04571 -1.45228 -2.22938
H 1.49779 -0.24708 -0.10244
H -0.95679 1.36472 -0.63379
H -0.09632 0.27581 1.97349
H 0.66721 1.63248 1.60220
H -0.93593 1.75124 1.65574
*
```

Computed properties:
energy relative to the best compared isomer or geometry (same formula, charge and spin): 39.9 kcal/mol
SMILES string: C/C=C/[NH3+]
frontier orbital gap: 9.458 eV

The net atomic charges from Löwdin, expressed in e, are: C -0.0564; C -0.0947; C -0.0791; N 0.1918; H 0.0887; H 0.0856; H 0.0943; H 0.1223; H 0.1305; H 0.1694; H 0.1762; H 0.1715

---

Record 7
C3H8N2 | wB97M-V/def2-TZVPD

Structure (ORCA input):
```
! wB97M-V def2-TZVPD RIJCOSX def2/J DEFGRID3
* xyz 0 1
C -0.00906 1.23443 0.02985
C -1.70940 -0.80347 0.00397
C 1.90370 -0.62550 -0.02151
H -0.82031 1.98696 0.04082
H 0.83038 1.60114 -0.77998
H 0.64514 1.50408 0.94881
H -1.64008 -1.48611 0.86241
H -2.43531 0.03887 0.26179
H -1.99528 -1.34697 -0.98364
H 2.16113 0.46036 -0.40877
H 2.71580 -1.38206 0.27225
N -0.31746 -0.13934 -0.22451
N 0.67075 -1.04240 -0.00150
*
```

Computed properties:
energy relative to the best compared isomer or geometry (same formula, charge and spin): 87.9 kcal/mol
SMILES string: C=NN(C)C
frontier orbital gap: 9.179 eV

The net atomic charges from Löwdin, expressed in e, are: C -0.1546; C -0.0362; C -0.0940; H 0.0757; H 0.0987; H 0.0940; H 0.0589; H 0.0815; H 0.0953; H 0.0686; H 0.0735; N -0.3008; N -0.0605

---

Record 8
C3H8N2 | wB97M-V/def2-TZVPD

Structure (ORCA input):
```
! wB97M-V def2-TZVPD RIJCOSX def2/J DEFGRID3
* xyz 0 1
C 0.10339 -0.89159 1.41400
C -1.01761 0.18357 1.48043
C 0.39334 0.30006 -2.02883
N -0.49664 -0.29556 0.20101
N 0.30156 0.57218 -0.58270
H 1.23261 -0.67316 1.54612
H -0.29437 -1.96376 1.60750
H -2.04346 -0.10653 1.80427
H -0.63459 1.10926 1.87742
H 0.56041 1.31956 -2.48373
H 1.27847 -0.34058 -2.22876
H -0.52786 -0.14294 -2.52227
H 1.14476 0.92951 -0.08446
*
```

Computed properties:
energy relative to the best compared isomer or geometry (same formula, charge and spin): 95.0 kcal/mol
SMILES string: CNN1CC1
frontier orbital gap: 9.537 eV

The net atomic charges from Löwdin, expressed in e, are: C -0.1422; C -0.1439; C -0.1242; N -0.1857; N -0.1543; H 0.1163; H 0.1077; H 0.1017; H 0.0807; H 0.0748; H 0.0609; H 0.0903; H 0.1179

---

Record 9
C3H8N2 | wB97M-V/def2-TZVPD

Structure (ORCA input):
```
! wB97M-V def2-TZVPD RIJCOSX def2/J DEFGRID3
* xyz 0 1
C -0.68429 -1.75550 -0.74993
C -0.38117 -0.61846 0.19956
N 1.19518 1.61684 0.70832
C -0.03601 1.66867 0.04517
N -0.77974 0.70176 -0.36731
H -1.78491 -1.76392 -0.89099
H -0.30463 -2.71620 -0.30685
H -0.17576 -1.69090 -1.72456
H 0.69581 -0.58976 0.41775
H -0.76822 -0.71029 1.20286
H 1.32630 0.97446 1.45138
H 1.93791 2.26186 0.42389
H -0.24046 2.62145 -0.40930
*
```

Computed properties:
energy relative to the best compared isomer or geometry (same formula, charge and spin): 39.4 kcal/mol
SMILES string: CC/N=C\N
frontier orbital gap: 10.146 eV

The net atomic charges from Löwdin, expressed in e, are: C -0.1159; C -0.3285; N 0.0585; C -0.2968; N 0.0214; H 0.0745; H 0.0789; H 0.0704; H 0.0810; H 0.1024; H 0.0613; H 0.0973; H 0.0955

---

- What is the energy relative to the best compared isomer or geometry (same formula, charge and spin) in the fourth record?
  187.5 kcal/mol

---

- Look up the energy relative to the best compared isomer or geometry (same formula, charge and spin) of the fifth one.
  0.9 kcal/mol